# C29H51BGeIN8S3SeSr

A structure of composition C29H51BGeIN8S3SeSr (the ωB97M-V functional and the def2-TZVPD basis, the OMol25 dataset).

Summary:
Net charge: +1
HOMO level in eV: -10.25
LUMO level in eV: -2.35
Gap between HOMO and LUMO in eV: 7.9
Energy relative to the best compared isomer or geometry (same formula, charge and spin) in kcal/mol: 7.0

Geometry as XYZ:
```
96
Properties=species:S:1:pos:R:3:forces:R:3
Sr 0.1533 0.5084 1.1921 0.5 -0.2 -0.3
C 0.2150 7.1639 -0.2476 -0.1 0.0 0.0
C 0.7547 5.7347 -0.2801 0.0 0.0 0.0
C 1.9763 5.7085 -1.2000 0.0 0.0 0.0
C 1.1001 5.3348 1.1549 -0.1 0.0 0.0
N -0.3103 4.8246 -0.8196 0.1 0.0 0.0
C -1.5692 5.2689 -1.1991 0.1 0.0 0.1
C -2.2524 4.2046 -1.6404 0.0 -0.2 0.0
N -1.4371 3.0948 -1.5342 0.1 0.0 -0.1
B -2.0782 1.7302 -1.9199 0.0 -0.1 0.2
N -3.1896 1.3311 -0.9146 0.0 0.2 0.0
C -4.3166 0.6954 -1.3966 0.2 0.0 -0.1
C -5.1294 0.4567 -0.3619 0.0 0.0 0.2
N -4.5104 0.9505 0.7824 0.0 0.0 0.1
C -3.3084 1.4859 0.4267 -0.3 -0.2 -0.2
S -2.1420 2.2691 1.4276 -0.1 0.0 0.2
C -5.2452 0.8164 2.0902 -0.1 0.0 0.0
C -6.5364 1.6317 1.9757 0.0 0.0 -0.1
C -5.5575 -0.6718 2.2824 0.0 0.0 0.0
C -4.4821 1.3011 3.3165 0.1 0.0 -0.1
N -1.0393 0.5871 -2.1966 -0.2 -0.1 -0.1
C -0.2797 0.7018 -3.3466 -0.1 0.2 0.1
C 0.2403 -0.4976 -3.6268 0.0 -0.2 0.0
N -0.2064 -1.3888 -2.6552 -0.1 0.0 -0.2
C -0.9646 -0.6974 -1.7578 0.3 0.3 -0.1
S -1.5738 -1.2679 -0.2485 -0.1 -0.2 0.0
C 0.1494 -2.8448 -2.7641 0.1 0.0 0.0
C -0.7263 -3.7698 -1.9259 -0.1 0.1 0.1
C -0.0161 -3.2609 -4.2318 0.0 0.1 0.0
C 1.6022 -2.9888 -2.3238 0.1 0.0 0.0
C -0.2452 3.4777 -1.0313 -0.3 0.3 0.0
S 1.1121 2.4476 -0.7454 0.0 0.1 0.1
H 1.0034 7.8131 0.1325 0.0 0.0 0.0
H -0.6459 7.2590 0.4176 0.1 0.0 0.0
H -0.0538 7.5190 -1.2445 0.0 0.0 0.1
H 2.7252 6.4083 -0.8234 0.0 0.0 0.0
H 1.6938 6.0202 -2.2083 0.0 0.0 0.0
H 2.4182 4.7169 -1.2542 0.0 0.0 0.0
H 1.8208 6.0455 1.5637 0.0 0.0 0.0
H 1.5282 4.3367 1.1907 0.0 0.0 0.0
H 0.2025 5.3529 1.7777 0.0 0.0 0.0
H -1.8819 6.2927 -1.1290 0.1 0.0 0.0
H -3.2605 4.1328 -2.0143 0.1 0.0 0.0
H -2.6398 1.9114 -2.9724 0.0 0.0 0.0
H -4.4352 0.4662 -2.4429 0.0 0.1 0.1
H -6.0931 -0.0191 -0.3449 0.1 0.1 0.0
H -7.1658 1.2890 1.1532 0.0 0.0 0.0
H -6.3053 2.6871 1.8188 0.0 0.0 0.0
H -7.1077 1.5375 2.9005 0.0 0.0 0.0
H -6.2576 -1.0506 1.5369 0.0 0.0 0.0
H -6.0071 -0.8199 3.2647 0.0 0.0 0.0
H -4.6409 -1.2631 2.2274 0.0 0.0 0.0
H -4.2548 2.3622 3.2701 0.0 0.0 0.0
H -3.5545 0.7538 3.4636 0.0 0.0 0.0
H -5.1273 1.1235 4.1792 0.0 0.0 0.0
H -0.1725 1.6413 -3.8635 -0.1 -0.1 0.0
H 0.8917 -0.7906 -4.4288 -0.1 0.0 0.0
H -1.7882 -3.5961 -2.1022 0.0 0.0 0.0
H -0.5347 -3.6613 -0.8627 0.0 0.0 0.0
H -0.4926 -4.7946 -2.2208 0.0 0.0 0.0
H -1.0137 -3.0085 -4.5965 0.0 0.0 0.0
H 0.1161 -4.3403 -4.3081 0.0 0.0 0.0
H 0.7212 -2.7954 -4.8850 0.0 0.0 0.0
H 1.7080 -2.6804 -1.2804 0.0 0.0 0.0
H 2.2719 -2.3821 -2.9383 0.0 0.0 0.0
H 1.9082 -4.0320 -2.4128 0.0 0.0 0.0
C 4.0572 -6.7211 1.2362 0.1 0.0 0.0
Ge 3.9169 -4.7759 1.3278 -0.1 0.0 0.1
C 4.6854 -3.9432 -0.2665 -0.1 -0.1 0.0
C 4.7597 -4.1065 2.9579 0.0 0.0 0.0
C 1.9593 -4.4135 1.4342 0.0 0.1 0.0
Se 1.4988 -2.7227 2.2870 -0.1 0.1 0.2
C -0.2108 -3.2468 3.0589 0.0 0.0 -0.2
H 5.1047 -7.0250 1.2996 -0.1 0.0 0.0
H 3.6456 -7.1064 0.3017 0.0 0.0 0.0
H 3.5184 -7.1761 2.0693 0.0 0.0 0.0
H 5.7728 -3.9147 -0.1834 -0.1 0.0 0.0
H 4.3289 -2.9204 -0.4010 0.1 -0.1 -0.1
H 4.4247 -4.5215 -1.1549 0.0 0.0 0.0
H 5.8456 -4.1558 2.8660 0.0 0.0 0.0
H 4.4557 -4.7142 3.8118 0.0 0.0 0.0
H 4.4758 -3.0727 3.1587 0.0 0.0 0.0
H 1.5315 -5.1814 2.0809 0.0 0.0 0.0
H 1.4757 -4.4723 0.4605 0.0 0.0 0.0
H -0.0489 -4.0272 3.7961 0.0 0.0 0.0
H -0.8787 -3.5934 2.2736 0.0 0.0 0.0
H -0.6364 -2.3730 3.5466 -0.1 0.0 0.1
I 6.9739 -0.9695 0.3903 0.0 0.2 0.1
C 5.2136 0.0636 0.6950 0.1 -0.2 -0.1
C 5.0214 1.4219 0.6203 -0.1 0.0 0.0
N 3.7224 1.6341 0.8978 0.2 0.0 0.1
N 3.0514 0.4977 1.1480 -0.3 0.0 -0.1
C 3.9554 -0.4673 1.0166 0.1 0.1 0.1
H 5.7066 2.2234 0.3938 -0.1 0.0 0.0
H 3.2195 2.5062 0.8598 -0.1 0.0 -0.1
H 3.6905 -1.4991 1.1730 0.0 0.1 0.0
```
Positions in Å, forces in eV/Å.

***

# C29H51CrNO2SSi2

A structure of composition C29H51CrNO2SSi2 in a non-equilibrium geometry (the ωB97M-V functional and the def2-TZVPD basis, the OMol25 dataset).

Summary:
Net charge: +1
HOMO level (alpha / beta) in eV: -10.20 / -10.79
LUMO level (alpha / beta) in eV: -2.95 / -2.79
Gap between HOMO and LUMO (alpha / beta) in eV: 7.3 / 8.0
Energy relative to the best compared isomer or geometry (same formula, charge and spin) in kcal/mol: 0.0
Expectation value of S²: 3.86
2S+1: 4

Geometry as XYZ:
```
87
Properties=species:S:1:pos:R:3:forces:R:3
O -0.4882 -1.3823 -2.1836 0.2 -0.4 -1.0
O 0.7712 0.6631 -3.5077 0.0 0.0 0.4
C 0.2247 -2.6743 -2.6228 -0.5 0.9 0.3
C -0.5593 -3.7952 -2.0099 0.0 -0.4 0.1
H 1.2432 -2.5668 -2.2345 -0.3 0.1 -0.1
H 0.2179 -2.6720 -3.7159 0.2 0.0 0.3
H -0.6930 -3.6427 -0.9347 0.0 0.0 -0.2
H -0.0014 -4.7299 -2.1411 -0.2 0.1 -0.1
H -1.5431 -3.9008 -2.4820 0.2 -0.1 0.1
C -1.8120 -1.0626 -2.9002 0.6 -0.3 0.5
C -1.7706 -1.3086 -4.3803 0.1 0.1 -0.6
H -2.0209 -0.0186 -2.6301 0.1 -0.4 0.0
H -2.4933 -1.7476 -2.3934 0.0 0.3 0.0
H -1.0853 -0.6250 -4.8891 0.1 -0.2 0.2
H -2.7601 -1.0899 -4.8051 0.1 -0.1 0.3
H -1.5261 -2.3495 -4.6448 -0.2 0.4 0.1
C 0.3156 2.0250 -3.3589 0.3 -0.5 0.2
C 2.0631 0.4624 -4.1049 -0.3 0.1 0.4
C -0.7076 2.3461 -4.4165 0.0 0.3 -0.3
H 1.1811 2.7098 -3.3894 -0.3 -0.2 0.0
H -0.1425 2.0792 -2.3573 0.2 0.1 -0.2
H -0.2562 2.3104 -5.4142 -0.2 0.0 0.2
H -1.0795 3.3580 -4.2547 -0.1 0.0 0.0
H -1.5565 1.6551 -4.3874 0.1 0.1 0.0
C 2.0163 0.6099 -5.6050 0.1 0.1 -0.1
H 2.3507 -0.5561 -3.8173 0.0 0.2 0.0
H 2.7851 1.1556 -3.6431 -0.1 -0.2 -0.1
H 1.2199 -0.0004 -6.0460 0.1 0.1 0.1
H 2.9739 0.2855 -6.0152 0.0 0.1 -0.1
H 1.8588 1.6558 -5.8858 0.0 -0.2 -0.1
H 0.1777 -0.6257 -2.1472 -0.6 -0.3 -0.5
Cr 0.0254 -0.0795 1.3954 0.9 0.0 -1.0
C 1.4034 -0.4232 -0.1923 -0.8 0.2 0.2
Si 3.0816 0.1813 0.3781 0.2 0.0 -0.8
H 1.3862 -1.5216 -0.3592 0.1 0.5 0.0
H 1.0652 0.1332 -1.0929 0.6 -0.1 0.4
C 4.3983 -0.7929 -0.5643 0.1 0.0 0.2
C 3.4291 -0.0087 2.2113 0.0 -0.1 0.1
C 3.2767 1.9970 -0.0696 0.1 0.1 0.1
C -1.6962 -1.1359 1.0393 0.4 0.1 0.0
Si -3.2513 -0.0995 0.9805 0.0 -0.4 0.2
H -1.7718 -1.9029 1.8303 -0.1 0.2 -0.1
H -1.5044 -1.6799 0.0993 -0.1 0.2 0.1
C -4.5173 -1.0073 -0.0771 -0.2 0.0 0.0
C -2.9939 1.6140 0.2689 0.1 0.2 -0.2
C -3.8858 0.0809 2.7343 -0.1 0.0 0.0
H 2.7689 2.2307 -1.0143 0.1 0.0 0.1
H 4.3451 2.2345 -0.1868 -0.3 0.0 0.0
H 2.8633 2.6476 0.7111 0.1 -0.1 -0.2
H 4.2549 -1.8728 -0.4285 0.1 0.1 0.0
H 5.4009 -0.5331 -0.1955 -0.2 -0.1 -0.1
H 4.3621 -0.5730 -1.6395 0.0 0.0 0.2
H 2.9908 -0.9284 2.6207 0.2 0.1 0.0
H 3.0441 0.8435 2.7865 0.0 -0.2 -0.1
H 4.5230 -0.0562 2.3548 -0.4 0.0 0.0
H -3.3534 1.6805 -0.7670 0.0 0.0 0.2
H -1.9408 1.9198 0.2925 -0.3 0.0 0.0
H -3.5574 2.3412 0.8694 0.1 -0.1 -0.2
H -4.7319 0.7818 2.7699 0.2 -0.1 0.1
H -3.0945 0.4574 3.3960 -0.1 0.0 -0.1
H -4.2310 -0.8853 3.1197 0.1 0.1 0.0
H -5.5259 -0.6242 0.1213 0.1 -0.1 -0.1
H -4.5164 -2.0814 0.1497 0.0 0.2 0.0
H -4.3223 -0.8874 -1.1509 0.0 0.0 0.2
S 0.0086 0.8259 5.7677 0.1 -1.0 -0.5
C 0.1398 -0.9426 5.6136 -0.1 0.1 0.2
C 0.1430 -1.8913 6.6302 0.1 -0.7 -0.4
C 0.2267 -3.2538 6.2702 -0.1 1.0 0.2
C 0.3128 -3.6357 4.9238 0.0 0.2 -0.2
C 0.3082 -2.6789 3.9074 0.0 0.3 0.4
C 0.2145 -1.3238 4.2683 -0.1 0.3 -0.1
N 0.1628 -0.2333 3.3904 -0.5 0.8 2.1
C 0.0556 0.9377 4.0504 0.2 -1.8 -0.5
C 0.0265 2.1454 3.2665 0.0 1.5 -0.3
C -0.0071 3.4419 3.8322 0.0 -0.7 -0.3
C 0.0376 4.5511 2.9891 -0.1 -0.2 0.0
C 0.1252 4.3637 1.6055 0.1 -0.4 -0.1
C 0.1552 3.0644 1.0545 0.0 0.8 0.4
C 0.0802 1.9492 1.8711 -0.1 -0.7 0.1
H 0.0726 -1.5616 7.6577 0.0 -0.2 0.1
H 0.2126 -4.0077 7.0505 0.0 0.1 -0.1
H 0.3789 -4.6988 4.6727 0.0 0.4 0.1
H 0.3751 -2.9460 2.8527 0.0 0.0 0.3
H -0.0710 3.5452 4.9189 0.0 0.2 -0.3
H -0.0069 5.5576 3.4107 0.1 -0.3 -0.2
H 0.1744 5.2324 0.9459 0.0 -0.2 0.2
H 0.2461 2.9411 -0.0226 -0.1 0.1 0.1
```
Positions in Å, forces in eV/Å.

***

Which formula does entry 1 have? C29H51BGeIN8S3SeSr

***

Which of these has the lowest energy relative to the best compared isomer or geometry (same formula, charge and spin)? C29H51CrNO2SSi2

***

What is the energy relative to the best compared isomer or geometry (same formula, charge and spin) in the first record? 7.0 kcal/mol

***

Look up the net charge of the first one. +1